Entry 1:
A structure of composition C13H19FeN2O4 in a non-equilibrium geometry, computed with wB97M-V/def2-TZVPD.

As for the multiplicity: 5. Its gap between HOMO and LUMO (spin up / spin down) is 6.9 / 5.3 eV. As for the total charge: +1. The expectation value of S² is 6.064.

Positions of all 39 atoms, in Å:
C: -2.894 0.929 -0.683
O: -1.597 1.073 -0.038
C: -0.905 -0.061 0.355
C: -0.112 0.018 1.504
C: 0.514 -1.173 2.142
C: 0.257 -2.577 1.466
C: -0.423 -2.412 0.128
C: -0.994 -1.284 -0.392
Fe: 0.825 2.365 0.871
C: 2.158 2.327 1.997
O: 3.089 1.954 2.591
C: 0.479 4.081 1.144
O: 0.084 5.154 1.367
C: 1.933 2.853 -0.372
O: 2.705 2.968 -1.229
H: -3.477 1.854 -0.548
H: -2.797 0.759 -1.771
H: -3.457 0.081 -0.253
H: 0.018 0.995 2.087
H: 1.613 -1.037 2.344
H: 0.009 -1.391 3.097
H: 1.212 -3.111 1.282
H: -0.390 -3.317 -0.461
H: -1.543 -1.187 -1.351
C: -1.841 -3.858 1.944
N: -0.406 -3.598 2.346
C: 0.311 -4.933 2.434
N: -0.599 -3.258 3.774
C: 0.519 -3.123 4.710
H: -2.207 -4.628 2.643
H: -2.389 -2.908 2.097
H: -1.866 -4.208 0.904
H: -0.464 -5.703 2.589
H: 0.865 -5.105 1.512
H: 0.980 -4.952 3.302
H: -1.334 -2.565 3.880
H: 1.270 -2.391 4.343
H: 0.088 -2.731 5.647
H: 0.989 -4.095 4.959

=====

Entry 2:
The molecule C17H16ClF2N3O2, computed with wB97M-V/def2-TZVPD.

The SMILES is CN(CC(=O)Nc1ccccc1Cl)CC(=O)Nc1c(F)cccc1F. Its gap between HOMO and LUMO is 9.4 eV. As for the total charge: 0.

Positions of all 41 atoms, in Å:
C: 3.795 -0.539 0.291
N: 2.731 0.115 -0.453
C: 3.152 1.409 -0.968
C: 1.963 2.224 -1.477
O: 2.026 2.924 -2.460
N: 0.873 2.069 -0.680
C: -0.412 2.576 -0.831
C: -0.772 3.440 -1.862
C: -2.070 3.907 -1.965
C: -3.031 3.525 -1.046
C: -2.692 2.669 -0.012
C: -1.396 2.203 0.090
Cl: -0.993 1.133 1.403
H: -3.430 2.362 0.713
H: -4.043 3.890 -1.127
H: -2.328 4.575 -2.772
H: -0.022 3.734 -2.577
H: 0.988 1.440 0.108
H: 3.613 1.974 -0.151
H: 3.887 1.332 -1.783
C: 2.225 -0.748 -1.513
C: 1.250 -1.803 -0.995
O: 1.023 -2.835 -1.573
N: 0.660 -1.418 0.176
C: -0.307 -2.126 0.884
C: -1.420 -2.718 0.285
C: -2.358 -3.417 1.024
C: -2.218 -3.516 2.397
C: -1.148 -2.909 3.034
C: -0.218 -2.235 2.272
F: 0.834 -1.636 2.878
H: -1.024 -2.957 4.103
H: -2.950 -4.057 2.974
H: -3.195 -3.861 0.511
F: -1.620 -2.569 -1.031
H: 1.132 -0.670 0.673
H: 1.665 -0.145 -2.234
H: 3.026 -1.261 -2.066
H: 4.052 0.068 1.158
H: 4.698 -0.691 -0.315
H: 3.448 -1.511 0.638

=====

Entry 3:
A cluster of 11 separate species, C30H82O11 in total in a non-equilibrium geometry, computed with wB97M-V/def2-TZVPD.

As for the multiplicity: 2. Its gap between HOMO and LUMO (spin up / spin down) is 1.4 / 9.7 eV. As for the total charge: -1. The expectation value of S² is 0.750. The calculation puts the energy above the lowest of the compared OMol25 structures with the same formula, charge and spin at 13.7 kcal/mol.

Positions of all 123 atoms, in Å:
C: 0.496 3.411 -3.399
C: 0.551 1.907 -3.371
O: -0.782 1.492 -3.131
H: 1.502 3.828 -3.444
H: -0.033 3.731 -2.501
H: -0.067 3.761 -4.265
H: 1.207 1.565 -2.572
H: 0.972 1.513 -4.296
H: -0.989 1.481 -2.194
C: -0.068 4.755 0.721
C: 1.475 4.618 0.591
O: 2.023 5.838 1.181
H: -0.478 4.503 1.700
H: -0.535 4.113 -0.026
H: -0.308 5.801 0.529
H: 1.742 4.649 -0.465
H: 1.731 3.659 1.043
H: 1.922 5.863 2.135
C: -2.429 0.419 4.944
C: -2.272 -0.394 6.249
O: -0.865 -0.509 6.585
H: -3.461 0.552 4.620
H: -2.025 -0.157 4.111
H: -1.925 1.384 4.976
H: -2.702 -1.396 6.222
H: -2.732 0.157 7.069
H: -0.793 -1.036 7.384
C: 2.370 0.906 3.090
C: 1.368 0.032 3.838
C: 1.945 -1.368 4.132
O: 1.155 0.634 5.068
H: 1.950 1.876 2.822
H: 2.605 0.413 2.147
H: 3.316 1.046 3.613
H: 0.453 0.017 3.246
H: 2.335 -1.884 3.254
H: 1.193 -2.034 4.556
H: 2.733 -1.255 4.876
H: 0.605 0.029 5.569
C: -1.577 -4.235 5.331
C: -1.331 -5.056 4.043
C: -0.891 -4.137 2.827
O: -0.345 -5.980 4.291
H: -2.488 -3.664 5.152
H: -0.721 -3.618 5.605
H: -1.656 -4.978 6.125
H: -2.194 -5.680 3.812
H: -0.543 -4.677 1.946
H: 0.019 -3.663 3.194
H: -1.654 -3.404 2.565
H: -0.312 -6.591 3.551
C: 4.052 2.498 -1.172
C: 4.392 1.598 -2.363
C: 5.851 1.574 -2.779
O: 3.942 0.320 -1.962
H: 4.743 2.382 -0.336
H: 3.028 2.460 -0.801
H: 4.152 3.541 -1.470
H: 3.758 1.903 -3.195
H: 6.105 0.616 -3.233
H: 6.458 1.669 -1.879
H: 6.196 2.329 -3.485
H: 4.510 -0.010 -1.262
C: -1.313 -0.279 1.150
C: -0.249 0.677 0.632
C: 0.893 -0.026 -0.123
O: -0.870 1.569 -0.309
H: -0.910 -1.081 1.768
H: -1.783 -0.790 0.310
H: -2.042 0.283 1.733
H: 0.155 1.194 1.502
H: 0.634 -0.472 -1.083
H: 1.247 -0.820 0.535
H: 1.764 0.603 -0.311
H: -1.647 1.956 0.101
C: 2.464 -3.647 -0.052
C: 1.515 -4.430 -1.039
C: 0.192 -3.682 -1.369
O: 2.300 -4.453 -2.201
H: 2.695 -2.641 -0.401
H: 3.457 -4.094 -0.012
H: 2.032 -3.574 0.946
H: 1.381 -5.469 -0.740
H: -0.534 -3.708 -0.557
H: -0.266 -4.063 -2.282
H: 0.481 -2.642 -1.519
H: 2.283 -3.576 -2.591
C: -4.638 -1.231 -4.667
C: -3.887 -0.052 -4.103
C: -3.477 -0.110 -2.607
O: -2.654 0.066 -4.794
H: -4.189 -2.186 -4.394
H: -4.638 -1.113 -5.750
H: -5.685 -1.254 -4.365
H: -4.353 0.924 -4.230
H: -4.341 -0.422 -2.020
H: -3.238 0.882 -2.225
H: -2.695 -0.857 -2.468
H: -1.991 0.518 -4.267
C: -4.915 2.271 0.587
C: -3.792 3.277 0.256
C: -4.311 4.730 0.471
O: -2.808 3.022 1.266
H: -5.297 2.200 1.605
H: -4.445 1.315 0.358
H: -5.778 2.489 -0.042
H: -3.365 3.112 -0.733
H: -4.914 4.854 1.371
H: -4.984 5.040 -0.328
H: -3.419 5.354 0.516
H: -2.831 3.842 1.764
C: 3.356 -2.042 -5.306
C: 2.136 -1.507 -4.490
C: 0.835 -2.223 -4.806
O: 2.374 -1.650 -3.066
H: 3.066 -2.200 -6.345
H: 3.643 -3.031 -4.949
H: 4.211 -1.366 -5.300
H: 1.950 -0.451 -4.687
H: 0.633 -2.417 -5.859
H: 0.008 -1.640 -4.401
H: 0.918 -3.180 -4.291
H: 2.962 -0.912 -2.893

=====

Entry 4:
A cluster of 16 separate species, C16H64N32O16 in total in a non-equilibrium geometry, computed with wB97M-V/def2-TZVPD.

Its gap between HOMO and LUMO is 9.0 eV. As for the total charge: 0. The calculation puts the energy above the lowest of the compared OMol25 structures with the same formula, charge and spin at 370.0 kcal/mol.

Positions of all 128 atoms, in Å:
C: 1.950 -5.967 -2.495
O: 1.304 -5.315 -3.268
N: 2.542 -5.517 -1.477
N: 2.269 -7.242 -2.550
H: 2.515 -4.559 -1.156
H: 3.191 -6.085 -0.951
H: 1.787 -7.928 -3.112
H: 3.020 -7.693 -2.046
C: -7.942 -1.226 3.187
O: -6.799 -1.214 2.918
N: -8.483 -1.400 4.316
N: -8.782 -0.989 2.297
H: -9.486 -1.468 4.421
H: -7.946 -1.711 5.112
H: -9.775 -1.097 2.444
H: -8.463 -0.536 1.453
C: 4.165 2.006 5.008
O: 3.166 1.433 5.104
N: 4.358 2.964 4.181
N: 5.150 1.975 5.915
H: 5.164 3.549 4.354
H: 3.767 3.164 3.388
H: 5.959 2.543 5.708
H: 5.135 1.314 6.679
C: 0.230 5.498 -4.612
O: -0.515 4.781 -3.968
N: 0.343 5.499 -5.935
N: 1.232 6.176 -4.122
H: -0.027 4.652 -6.342
H: 1.069 6.096 -6.304
H: 1.926 6.545 -4.756
H: 1.411 5.996 -3.144
C: 0.051 -0.777 -6.818
O: -0.247 -0.170 -7.847
N: -0.075 -0.580 -5.574
N: 0.576 -1.943 -6.922
H: -0.499 0.230 -5.146
H: -0.050 -1.399 -4.983
H: 0.625 -2.486 -6.072
H: 0.437 -2.487 -7.762
C: 1.829 -3.656 7.618
O: 1.429 -4.678 8.039
N: 1.840 -3.453 6.344
N: 2.151 -2.626 8.328
H: 2.039 -2.513 6.034
H: 1.313 -4.117 5.794
H: 2.383 -2.747 9.303
H: 2.183 -1.802 7.745
C: -5.992 2.123 -6.049
O: -6.028 3.262 -6.618
N: -5.092 1.763 -5.115
N: -6.896 1.226 -6.250
H: -5.156 0.827 -4.740
H: -4.450 2.471 -4.790
H: -7.642 1.307 -6.926
H: -6.807 0.430 -5.635
C: -3.339 -0.760 8.146
O: -3.965 0.194 8.479
N: -2.864 -1.594 9.065
N: -3.160 -1.128 6.969
H: -2.191 -2.264 8.721
H: -2.778 -1.196 9.989
H: -3.639 -0.788 6.146
H: -2.584 -1.937 6.788
C: 0.484 0.296 0.074
O: 0.551 -0.804 0.585
N: -0.619 0.970 -0.034
N: 1.553 0.819 -0.501
H: -1.381 0.613 0.525
H: -0.689 1.867 -0.492
H: 1.649 1.774 -0.815
H: 2.410 0.361 -0.225
C: -5.389 -3.653 -3.487
O: -5.984 -2.638 -3.411
N: -4.455 -3.913 -2.697
N: -5.520 -4.512 -4.354
H: -3.767 -4.592 -2.990
H: -4.678 -3.486 -1.809
H: -6.233 -4.236 -5.014
H: -4.948 -5.339 -4.263
C: -1.864 -5.642 3.129
O: -2.537 -6.577 3.494
N: -2.237 -4.438 2.854
N: -0.643 -5.803 2.759
H: -1.544 -3.763 2.564
H: -3.241 -4.331 2.890
H: -0.051 -5.118 2.311
H: -0.313 -6.758 2.769
C: 6.976 -2.308 1.949
O: 6.294 -1.459 1.389
N: 7.926 -2.941 1.341
N: 6.900 -2.669 3.221
H: 7.949 -2.896 0.332
H: 8.497 -3.614 1.831
H: 6.200 -2.136 3.716
H: 7.558 -3.355 3.563
C: 7.251 4.510 -1.605
O: 6.024 4.627 -1.388
N: 7.896 3.492 -1.093
N: 8.070 5.228 -2.312
H: 8.886 3.366 -1.252
H: 7.438 2.620 -0.871
H: 7.837 5.833 -3.086
H: 9.003 4.842 -2.299
C: -4.268 8.862 -2.520
O: -5.160 9.654 -2.785
N: -4.374 7.556 -2.457
N: -2.971 9.167 -2.469
H: -5.318 7.199 -2.496
H: -3.481 7.094 -2.361
H: -2.263 8.449 -2.413
H: -2.705 10.142 -2.478
C: 6.611 -2.298 -4.960
O: 7.271 -2.907 -4.133
N: 6.345 -2.661 -6.209
N: 6.186 -1.140 -4.575
H: 5.603 -2.199 -6.715
H: 6.671 -3.554 -6.548
H: 5.556 -0.597 -5.149
H: 6.464 -0.944 -3.625
C: -3.238 4.018 3.880
O: -2.398 4.304 4.766
N: -4.219 3.219 4.052
N: -3.108 4.432 2.638
H: -4.334 2.999 5.031
H: -4.963 3.093 3.380
H: -3.754 4.013 1.984
H: -2.249 4.883 2.358

=====

Entry 5:
A structure of composition C23H27OPdSi, computed with wB97M-V/def2-TZVPD.

Its gap between HOMO and LUMO is 6.1 eV. As for the total charge: +1. The calculation puts the energy above the lowest of the compared OMol25 structures with the same formula, charge and spin at 27.4 kcal/mol.

Positions of all 53 atoms, in Å:
Pd: -0.795 -0.146 0.163
C: 0.424 -0.107 -3.019
C: 0.192 -0.934 -1.792
C: -0.985 -1.672 -1.602
C: -1.177 -2.396 -0.408
C: -0.125 -2.579 0.528
C: 1.040 -1.868 0.350
C: 1.145 -0.976 -0.744
H: 0.969 -0.695 -3.760
H: 1.020 0.774 -2.788
H: -0.516 0.214 -3.464
H: -1.801 -1.579 -2.307
H: -2.141 -2.851 -0.224
H: -0.289 -3.157 1.426
H: 1.832 -1.910 1.085
H: 2.023 -0.347 -0.825
C: -1.432 5.268 2.239
C: -0.580 3.989 2.157
C: 0.887 4.376 1.929
C: -0.716 3.200 3.460
Si: -1.148 2.926 0.718
O: -0.161 1.580 0.708
C: -2.894 2.251 0.926
C: -3.160 0.897 1.078
C: -4.441 0.372 1.168
C: -5.523 1.239 1.151
C: -5.302 2.602 1.021
C: -4.010 3.094 0.907
C: -0.962 3.727 -0.965
C: 0.017 3.262 -1.841
C: 0.184 3.825 -3.098
C: -0.630 4.874 -3.503
C: -1.606 5.359 -2.643
C: -1.767 4.789 -1.389
H: -1.078 5.885 3.069
H: -2.486 5.048 2.424
H: -1.358 5.869 1.329
H: 1.229 4.994 2.764
H: 1.017 4.953 1.010
H: 1.532 3.498 1.871
H: -0.373 3.819 4.294
H: -0.113 2.290 3.444
H: -1.753 2.917 3.661
H: -2.367 0.116 1.185
H: -4.593 -0.693 1.277
H: -6.529 0.854 1.240
H: -6.141 3.285 1.005
H: -3.876 4.163 0.795
H: 0.674 2.461 -1.521
H: 0.957 3.456 -3.762
H: -0.501 5.317 -4.481
H: -2.239 6.181 -2.951
H: -2.537 5.186 -0.736

=====

Entry 6:
A structure of composition C14H30MgN2O7S3 in a non-equilibrium geometry, computed with wB97M-V/def2-TZVPD.

Its gap between HOMO and LUMO is 7.1 eV. As for the total charge: 0. The calculation puts the energy above the lowest of the compared OMol25 structures with the same formula, charge and spin at 71.6 kcal/mol.

Positions of all 57 atoms, in Å:
Mg: -0.517 -0.198 -1.998
C: 0.898 0.283 -0.405
O: 1.388 -0.449 -1.345
O: -0.227 -0.332 -0.107
O: 0.461 1.360 -0.971
C: 4.609 0.247 -3.003
C: 4.839 1.577 -3.629
N: 5.071 2.590 -4.119
H: 5.303 0.121 -2.179
H: 4.600 -0.534 -3.758
H: 3.575 0.366 -2.668
C: 2.656 3.763 -0.797
C: 3.515 4.099 0.317
N: 4.139 4.455 1.213
H: 2.762 4.460 -1.626
H: 1.651 3.588 -0.423
H: 3.035 2.827 -1.214
C: 1.268 2.101 3.123
S: -0.115 1.639 4.293
O: -0.512 2.889 5.057
C: -1.237 1.550 2.843
H: 1.201 1.423 2.275
H: 2.212 1.971 3.648
H: 1.092 3.128 2.811
H: -2.140 1.090 3.270
H: -0.901 0.853 2.077
H: -1.655 2.531 2.621
C: -2.846 2.632 -0.611
S: -3.528 1.116 -1.446
O: -2.244 0.663 -2.085
C: -3.728 0.203 0.131
H: -3.661 3.276 -0.275
H: -2.175 3.201 -1.248
H: -2.301 2.279 0.261
H: -3.931 -0.849 -0.068
H: -4.629 0.589 0.613
H: -2.882 0.318 0.806
C: -1.488 -4.457 -3.093
S: -0.527 -2.957 -3.280
O: -1.345 -1.847 -2.637
C: 0.722 -3.470 -2.031
H: -2.262 -4.546 -3.862
H: -2.008 -4.532 -2.140
H: -0.931 -5.358 -3.355
H: 0.446 -4.466 -1.688
H: 0.680 -2.799 -1.170
H: 1.754 -3.527 -2.371
C: 0.051 -1.882 3.091
C: -1.409 -2.173 2.843
O: -2.243 -1.912 3.688
C: -1.823 -2.764 1.537
H: 0.149 -1.349 4.032
H: 0.502 -1.361 2.245
H: 0.512 -2.872 3.150
H: -1.019 -3.373 1.127
H: -2.028 -1.912 0.885
H: -2.781 -3.270 1.647

=====

| no. | calculated total energy (a.u.) |
| --- | --- |
| 1 | -2180.396030 |
| 2 | -1632.126468 |
| 3 | -2019.737043 |
| 4 | -3604.272677 |
| 5 | -1385.013796 |
| 6 | -2582.121896 |